#a
C5H11N3O | wB97M-V/def2-TZVPD

ORCA input file:
```
! RIJCOSX wB97M-V def2-TZVPD def2/J DEFGRID3
* xyz 0 1
C -1.10480 2.74077 -0.21752
N -0.72681 1.52361 0.44496
C -1.15764 0.30038 -0.01697
O -2.07187 0.11018 -0.80094
C -0.32267 -0.82058 0.54284
N -0.70044 -1.37002 1.76712
C 0.78657 -1.19257 -0.13712
C 1.15848 -0.63207 -1.49194
N 1.68520 -2.11712 0.39921
H -2.15694 2.71290 -0.50981
H -0.91654 3.57889 0.45666
H -0.48349 2.84385 -1.11206
H 0.06959 1.52877 1.06988
H -0.43123 -2.35350 1.78349
H -1.71066 -1.28530 1.88544
H 1.93610 0.13058 -1.38158
H 1.54534 -1.42775 -2.13801
H 0.31354 -0.18579 -2.02406
H 2.63544 -1.97630 0.06154
H 1.65292 -2.10902 1.41885
*
```

Calculated values
SMILES   CNC(=O)/C(N)=C(\C)N
HOMO energy   -0.268 hartree

Computed Löwdin charges, given in elementary charges: atom 1 (C): -0.0802, atom 2 (N): 0.0123, atom 3 (C): -0.4766, atom 4 (O): 0.0703, atom 5 (C): -0.2752, atom 6 (N): 0.0898, atom 7 (C): -0.3580, atom 8 (C): -0.0365, atom 9 (N): 0.0745, atom 10 (H): 0.0875, atom 11 (H): 0.0828, atom 12 (H): 0.0855, atom 13 (H): 0.1417, atom 14 (H): 0.0834, atom 15 (H): 0.0973, atom 16 (H): 0.0787, atom 17 (H): 0.0808, atom 18 (H): 0.0767, atom 19 (H): 0.0868, atom 20 (H): 0.0784



#b
C5H11N3O | wB97M-V/def2-TZVPD

ORCA input file:
```
! RIJCOSX wB97M-V def2-TZVPD def2/J DEFGRID3
* xyz 0 1
H 1.72162 2.26417 -0.17130
N 1.25395 1.43194 -0.53186
C 1.22336 0.46980 0.28470
C 1.38037 -1.04518 -0.21671
C 1.53380 -1.24990 -1.52561
N 1.03147 -1.94125 0.73661
H 1.50170 0.54341 1.34662
H 1.67389 -0.42325 -2.19639
H 1.27571 -2.19992 -1.96908
H 1.00345 -1.65318 1.70681
H -0.04878 -2.26029 0.58822
C -1.63403 1.43791 1.00933
C -1.32318 0.10410 0.37432
N -1.51886 0.05871 -0.97616
O -1.29901 -0.96028 1.03123
H -1.26269 1.46066 2.02834
H -2.70522 1.61196 0.96751
H -1.15286 2.24098 0.45484
H -1.40343 0.90928 -1.50571
H -1.25128 -0.79967 -1.43570
*
```

Calculated values
SMILES   [H]/N=C/C(=C)N.CC(N)=O
HOMO energy   -0.307 hartree

Computed Löwdin charges, given in elementary charges: atom 1 (H): 0.0645, atom 2 (N): 0.0960, atom 3 (C): -0.2164, atom 4 (C): -0.4258, atom 5 (C): 0.0305, atom 6 (N): 0.0226, atom 7 (H): 0.1149, atom 8 (H): 0.0467, atom 9 (H): 0.0604, atom 10 (H): 0.0698, atom 11 (H): 0.1485, atom 12 (C): -0.0154, atom 13 (C): -0.5933, atom 14 (N): 0.1657, atom 15 (O): -0.0217, atom 16 (H): 0.0859, atom 17 (H): 0.0891, atom 18 (H): 0.0671, atom 19 (H): 0.1041, atom 20 (H): 0.1065



The least stable of them is #b.



#a
C5H10FNO | wB97M-V/def2-TZVPD

ORCA input file:
```
! RIJCOSX wB97M-V def2-TZVPD def2/J DEFGRID3
* xyz 0 1
C -2.17397 0.66526 1.17430
C -1.51641 0.07491 -0.06375
O -2.27272 -0.19065 -0.96182
C 0.04044 -0.29388 0.20717
C 0.48942 -1.59440 -0.54708
C 0.98425 0.89772 -0.49398
N 2.39873 0.66197 -0.43549
F 0.63623 1.04798 -1.79958
H -1.55556 0.53966 2.02280
H -2.35033 1.71860 0.97390
H -3.08862 0.09936 1.24654
H 0.21086 -0.44460 1.37605
H 0.06495 -2.64123 -0.18690
H 0.15521 -1.51307 -1.61240
H 1.54140 -1.65727 -0.48577
H 0.85140 1.90066 -0.02543
H 2.76933 -0.18924 -0.83333
H 2.81541 0.91819 0.44479
*
```

Calculated values
SMILES   CC(=O)[C@@H](C)[C@@H](N)F
HOMO energy   -0.340 hartree

Computed Löwdin charges, given in elementary charges: atom 1 (C): -0.0216, atom 2 (C): -0.4022, atom 3 (O): 0.0867, atom 4 (C): -0.1741, atom 5 (C): -0.0902, atom 6 (C): -0.3947, atom 7 (N): 0.0631, atom 8 (F): 0.0188, atom 9 (H): 0.0475, atom 10 (H): 0.0902, atom 11 (H): 0.0845, atom 12 (H): 0.1601, atom 13 (H): 0.1191, atom 14 (H): 0.0902, atom 15 (H): 0.0224, atom 16 (H): 0.1485, atom 17 (H): 0.0710, atom 18 (H): 0.0808



#b
C5H10FNO | wB97M-V/def2-TZVPD

ORCA input file:
```
! RIJCOSX wB97M-V def2-TZVPD def2/J DEFGRID3
* xyz 0 1
C -2.61802 -0.28768 0.03994
O -1.35326 -0.61155 0.57203
C -0.33739 -0.46470 -0.35283
C 0.14163 0.92531 -0.67314
F -0.49965 1.95806 -0.03274
C 0.98866 0.02851 0.18539
C 2.25809 -0.53779 -0.40193
N 1.04930 0.29889 1.59967
H -2.62743 0.75942 -0.26412
H -3.33735 -0.44634 0.81712
H -2.88552 -0.93867 -0.80505
H -0.32513 -1.24379 -1.17742
H 0.45001 1.23581 -1.66721
H 2.54030 -1.44955 0.09974
H 3.09575 0.19504 -0.22932
H 2.17070 -0.73617 -1.49059
H 1.13206 1.29971 1.77330
H 0.15724 0.01551 2.00717
*
```

Calculated values
SMILES   CO[C@H]1[C@@H](F)[C@@]1(C)N
HOMO energy   -0.336 hartree

Computed Löwdin charges, given in elementary charges: atom 1 (C): -0.0778, atom 2 (O): -0.1347, atom 3 (C): -0.2337, atom 4 (C): -0.1894, atom 5 (F): 0.0122, atom 6 (C): -0.4647, atom 7 (C): -0.0318, atom 8 (N): 0.1043, atom 9 (H): 0.0899, atom 10 (H): 0.0835, atom 11 (H): 0.0949, atom 12 (H): 0.1739, atom 13 (H): 0.1502, atom 14 (H): 0.0722, atom 15 (H): 0.0973, atom 16 (H): 0.0866, atom 17 (H): 0.0866, atom 18 (H): 0.0807



The least stable of them is #b.



#a
CHClNOP | wB97M-V/def2-TZVPD

ORCA input file:
```
! RIJCOSX wB97M-V def2-TZVPD def2/J DEFGRID3
* xyz 0 1
N -2.50203 -0.72985 0.04094
C -1.37341 -0.60044 0.13481
O -0.12381 -0.54376 0.32376
P 0.98211 0.22255 -0.70238
Cl 0.99931 2.03746 0.25152
H 2.01782 -0.38595 -0.04866
*
```

Calculated values
SMILES   N#COPCl
HOMO energy   -0.395 hartree

Computed Löwdin charges, given in elementary charges: atom 1 (N): 0.1595, atom 2 (C): -0.4849, atom 3 (O): -0.3528, atom 4 (P): 0.5929, atom 5 (Cl): 0.1790, atom 6 (H): -0.0937



#b
CHClNOP | wB97M-V/def2-TZVPD

ORCA input file:
```
! RIJCOSX wB97M-V def2-TZVPD def2/J DEFGRID3
* xyz 0 1
C 0.88939 -1.16616 -0.96177
N 0.88357 -0.12910 -0.37941
O 1.06260 -2.10194 -1.60219
P -1.01051 0.43056 0.96967
Cl -0.13046 1.69510 2.11626
H -1.69459 1.27154 -0.14256
*
```

Calculated values
HOMO energy (alpha / beta)   -0.362 / -0.362 hartree

Computed Löwdin charges, given in elementary charges: atom 1 (C): -0.6027, atom 2 (N): -0.0305, atom 3 (O): 0.1285, atom 4 (P): 0.4129, atom 5 (Cl): 0.1737, atom 6 (H): -0.0819



The least stable of them is #b.



#a
C5H12N3S | wB97M-V/def2-TZVPD

ORCA input file:
```
! RIJCOSX wB97M-V def2-TZVPD def2/J DEFGRID3
* xyz 1 1
C 1.58595 -1.53300 -0.86150
C -1.01938 -0.41008 -0.36182
C -2.59512 1.62173 -0.66345
C 1.82407 -0.44284 1.40718
C -1.11923 1.04207 -0.41848
N 0.50850 -1.47337 -1.80486
N -0.48340 -0.90667 -1.44674
N 1.07737 -1.28762 0.45704
S -2.25005 -1.23297 0.64762
H 1.97614 -2.53662 -1.05059
H 2.27739 -0.68085 -1.05280
H -3.08837 0.72803 -1.14484
H -2.44774 2.53293 -1.24010
H -3.07561 1.96563 0.29194
H 2.32521 0.52940 1.29903
H 1.07638 -0.37756 2.30764
H 2.70246 -0.96831 1.68349
H -0.81873 1.63040 0.44275
H -0.43609 1.36823 -1.21722
H 0.72016 -2.13099 0.93137
H -1.78102 -2.42508 0.27362
*
```

Calculated values
HOMO energy   -0.512 hartree

Computed Löwdin charges, given in elementary charges: atom 1 (C): -0.1874, atom 2 (C): -0.5979, atom 3 (C): -0.0598, atom 4 (C): -0.0830, atom 5 (C): -0.2429, atom 6 (N): 0.1351, atom 7 (N): 0.0583, atom 8 (N): -0.1063, atom 9 (S): 0.9473, atom 10 (H): 0.1426, atom 11 (H): 0.1629, atom 12 (H): 0.0801, atom 13 (H): 0.0793, atom 14 (H): 0.0955, atom 15 (H): 0.0963, atom 16 (H): 0.1284, atom 17 (H): 0.0629, atom 18 (H): 0.1243, atom 19 (H): 0.1275, atom 20 (H): 0.1353, atom 21 (H): -0.0984



#b
C5H12N3S | wB97M-V/def2-TZVPD

ORCA input file:
```
! RIJCOSX wB97M-V def2-TZVPD def2/J DEFGRID3
* xyz 1 1
C 1.53364 1.23874 0.65109
C 0.12353 -0.54500 0.50752
C -1.44850 -1.51729 -1.07196
C -0.85256 1.63997 1.25325
C -1.22551 -1.20822 0.45071
N 2.18597 1.01076 -0.43203
N 0.24079 0.74560 0.86211
N 1.76895 0.39370 -1.52646
S 1.44111 -1.69863 0.37428
H 1.89935 2.07093 1.24646
H -1.38711 -0.53415 -1.66423
H -2.30642 -2.23627 -1.25285
H -0.62861 -1.95746 -1.63800
H -1.65874 1.75736 0.42108
H -1.47125 1.36990 2.14421
H -0.65473 2.64745 1.45787
H -1.19706 -2.29625 0.82485
H -2.03379 -0.68264 0.97775
H 0.93883 -0.07641 -1.58503
H 2.23840 0.61283 -2.37636
H 2.49370 -0.73491 0.37573
*
```

Calculated values
HOMO energy   -0.498 hartree

Computed Löwdin charges, given in elementary charges: atom 1 (C): -0.1867, atom 2 (C): -0.5542, atom 3 (C): -0.1057, atom 4 (C): -0.0002, atom 5 (C): -0.2179, atom 6 (N): -0.0444, atom 7 (N): -0.0738, atom 8 (N): 0.0587, atom 9 (S): 0.9876, atom 10 (H): 0.1480, atom 11 (H): 0.0989, atom 12 (H): 0.1115, atom 13 (H): 0.0548, atom 14 (H): 0.1446, atom 15 (H): 0.1188, atom 16 (H): 0.0757, atom 17 (H): 0.1415, atom 18 (H): 0.1152, atom 19 (H): 0.0215, atom 20 (H): 0.1280, atom 21 (H): -0.0220



The least stable of them is #a.



#a
C4H9N2 | wB97M-V/def2-TZVPD

ORCA input file:
```
! RIJCOSX wB97M-V def2-TZVPD def2/J DEFGRID3
* xyz 1 3
C -1.02179 -1.37119 1.16392
C 1.95774 0.31824 0.14453
C 0.52257 0.17940 -0.28093
C 0.26131 0.76148 -1.62808
N -0.55207 -0.31395 0.31016
N -2.13438 -1.13884 1.75825
H 2.10311 1.33522 0.51305
H 2.23629 -0.37665 0.93238
H 2.59449 0.18469 -0.72653
H -0.72673 1.21110 -1.72363
H 0.31816 -0.05633 -2.35610
H 1.01008 1.49416 -1.91213
H -1.37210 -0.06474 -0.25334
H -2.54655 -1.90789 2.27222
H -2.65016 -0.25472 1.78625
*
```

Calculated values
HOMO energy (alpha / beta)   -0.414 / -0.606 hartree

Computed Löwdin charges, given in elementary charges: atom 1 (C): 0.0512, atom 2 (C): 0.0025, atom 3 (C): -0.2742, atom 4 (C): -0.0191, atom 5 (N): 0.0880, atom 6 (N): 0.1115, atom 7 (H): 0.1105, atom 8 (H): 0.0893, atom 9 (H): 0.0985, atom 10 (H): 0.0966, atom 11 (H): 0.1172, atom 12 (H): 0.0975, atom 13 (H): 0.1476, atom 14 (H): 0.1331, atom 15 (H): 0.1497



#b
C4H9N2 | wB97M-V/def2-TZVPD

ORCA input file:
```
! RIJCOSX wB97M-V def2-TZVPD def2/J DEFGRID3
* xyz 1 3
C -0.03893 1.04492 -0.37244
C 1.08271 1.19364 0.74240
C 0.01911 -0.73043 1.05045
C -0.58373 -0.31932 -0.12654
N 1.03574 0.07168 1.72844
N -1.38402 -0.98516 -1.02203
H -0.86603 1.70540 -0.26224
H 0.43773 1.23301 -1.31709
H 2.08031 1.14386 0.18210
H 1.00642 2.09946 1.21963
H -0.23471 -1.67018 1.50116
H 0.55258 0.24994 2.63747
H -1.00129 -0.54282 -1.93101
H -2.28397 -0.67025 -0.99217
H -1.27084 -2.06832 -0.96484
*
```

Calculated values
HOMO energy (alpha / beta)   -0.354 / -0.544 hartree

Computed Löwdin charges, given in elementary charges: atom 1 (C): -0.0826, atom 2 (C): -0.1346, atom 3 (C): -0.0965, atom 4 (C): -0.2947, atom 5 (N): 0.0592, atom 6 (N): 0.2374, atom 7 (H): 0.1211, atom 8 (H): 0.1191, atom 9 (H): 0.1515, atom 10 (H): 0.0879, atom 11 (H): 0.0968, atom 12 (H): 0.1567, atom 13 (H): 0.2152, atom 14 (H): 0.1351, atom 15 (H): 0.2283



The least stable of them is #b.



#a
C4H2N2OS | wB97M-V/def2-TZVPD

ORCA input file:
```
! RIJCOSX wB97M-V def2-TZVPD def2/J DEFGRID3
* xyz 0 1
C -0.91412 -0.70451 0.80860
C 1.54372 1.17977 0.07592
C -0.26237 0.03214 1.64552
C 0.18640 -0.16947 -1.34599
N -1.88236 -1.33240 0.47962
N 1.11901 0.48245 -0.94475
O -0.41575 -0.92871 -1.96136
S 0.83810 1.23140 1.56996
H 2.27449 1.94505 -0.12335
H -2.48711 -1.73570 -0.20417
*
```

Calculated values
HOMO energy (alpha / beta)   -0.283 / -0.283 hartree

Computed Löwdin charges, given in elementary charges: atom 1 (C): -0.3895, atom 2 (C): -0.4978, atom 3 (C): -0.4196, atom 4 (C): -0.3299, atom 5 (N): 0.1819, atom 6 (N): 0.0898, atom 7 (O): 0.1947, atom 8 (S): 1.0183, atom 9 (H): 0.0672, atom 10 (H): 0.0848



#b
C4H2N2OS | wB97M-V/def2-TZVPD

ORCA input file:
```
! RIJCOSX wB97M-V def2-TZVPD def2/J DEFGRID3
* xyz 0 1
O 1.63069 -0.29841 1.61533
C 1.18466 0.23093 0.57769
N 1.15964 1.77059 0.33461
C -0.06988 1.78443 -0.28518
N -0.81938 0.58629 -0.63128
C -0.10672 -0.31199 -0.17367
C -0.49648 -1.67956 -0.26763
S -1.47908 -2.29599 -1.49012
H -0.64714 2.66341 -0.30277
H -0.35630 -2.44970 0.62302
*
```

Calculated values
SMILES   O=C1N=CN=C1C=S
HOMO energy   -0.351 hartree

Computed Löwdin charges, given in elementary charges: atom 1 (O): 0.0966, atom 2 (C): -0.2578, atom 3 (N): 0.1426, atom 4 (C): -0.0949, atom 5 (N): 0.1458, atom 6 (C): -0.3867, atom 7 (C): -0.5404, atom 8 (S): 0.6937, atom 9 (H): 0.0954, atom 10 (H): 0.1058



The least stable of them is #a.



#a
C4H8O | wB97M-V/def2-TZVPD

ORCA input file:
```
! RIJCOSX wB97M-V def2-TZVPD def2/J DEFGRID3
* xyz 0 1
C 1.62654 -0.36063 0.06527
C 0.32316 0.37012 -0.54751
C -0.92522 -0.50691 -0.35043
C -1.45919 0.62417 0.54343
O -0.27115 1.40188 0.27545
H 2.43277 0.36692 0.17012
H 1.54989 -0.85014 1.06611
H 2.02682 -1.17786 -0.57401
H 0.57421 0.75371 -1.54636
H -1.57090 -0.92201 -1.13746
H -0.35212 -1.23904 0.18829
H -1.57242 0.39150 1.61376
H -2.38238 1.14828 0.23335
*
```

Calculated values
SMILES   C[C@H]1CCO1
HOMO energy   -0.353 hartree

Computed Löwdin charges, given in elementary charges: atom 1 (C): -0.0511, atom 2 (C): -0.3344, atom 3 (C): -0.1051, atom 4 (C): -0.1666, atom 5 (O): -0.1102, atom 6 (H): 0.0608, atom 7 (H): 0.0815, atom 8 (H): 0.0789, atom 9 (H): 0.1328, atom 10 (H): 0.1134, atom 11 (H): 0.0753, atom 12 (H): 0.1107, atom 13 (H): 0.1141



#b
C4H8O | wB97M-V/def2-TZVPD

ORCA input file:
```
! RIJCOSX wB97M-V def2-TZVPD def2/J DEFGRID3
* xyz 0 1
C -1.47883 -0.65676 -0.02348
C -0.29691 0.24231 -0.15893
C 1.17299 -0.78638 -0.15528
C -0.06186 1.54754 0.43745
O -0.03531 1.31384 -0.98246
H -2.28294 -0.39220 0.69403
H -1.86586 -1.11994 -0.93941
H -0.46838 -1.15673 0.29771
H 1.96778 -0.18006 0.27788
H 1.37721 -0.98883 -1.21118
H 1.25488 -1.78877 0.35839
H -0.84738 2.23518 0.75404
H 0.90119 1.66079 0.92724
*
```

Calculated values
SMILES   CC1(C)CO1
HOMO energy   -0.360 hartree

Computed Löwdin charges, given in elementary charges: atom 1 (C): -0.0135, atom 2 (C): -0.5321, atom 3 (C): -0.0140, atom 4 (C): -0.0767, atom 5 (O): -0.0085, atom 6 (H): 0.0852, atom 7 (H): 0.0808, atom 8 (H): 0.0594, atom 9 (H): 0.0504, atom 10 (H): 0.0650, atom 11 (H): 0.0817, atom 12 (H): 0.1184, atom 13 (H): 0.1039



#c
C4H8O | wB97M-V/def2-TZVPD

ORCA input file:
```
! RIJCOSX wB97M-V def2-TZVPD def2/J DEFGRID3
* xyz 0 1
C -0.50262 1.67025 -0.18374
C 0.11149 0.56639 0.62338
C 1.30678 -0.15600 0.08284
C 0.02261 -0.87569 0.33897
O -0.88186 -1.30422 -0.70211
H 0.15143 2.53135 -0.24651
H -0.85925 1.32423 -1.20213
H -1.33263 2.17972 0.44032
H 0.13612 0.96296 1.62928
H 1.48465 0.14439 -1.01738
H 2.24628 -0.31963 0.62284
H 0.04034 -1.45542 1.28973
H -0.44159 -2.16353 -1.06792
*
```

Calculated values
SMILES   C[C@@H]1C[C@@H]1O
HOMO energy   -0.360 hartree

Computed Löwdin charges, given in elementary charges: atom 1 (C): -0.0887, atom 2 (C): -0.3432, atom 3 (C): -0.0851, atom 4 (C): -0.3415, atom 5 (O): -0.0541, atom 6 (H): 0.0616, atom 7 (H): 0.0968, atom 8 (H): 0.0983, atom 9 (H): 0.1278, atom 10 (H): 0.1386, atom 11 (H): 0.0997, atom 12 (H): 0.1486, atom 13 (H): 0.1412



The least stable of them is #b.